#1
Density functional theory data (ωB97M-V/def2-TZVPD) for a cluster of 2 separate species, C5H10NO3 in total.

```
19
Properties=species:S:1:pos:R:3:lowdin_charge:R:1
C -1.846 0.713 -0.351 -0.166
C -0.826 1.799 0.013 -0.124
C -2.336 -0.018 0.919 -0.537
O -3.476 0.059 1.361 -0.015
N -1.288 -0.612 1.594 0.157
H -2.697 1.117 -0.892 0.098
H -1.282 -0.015 -0.926 0.079
H -1.043 2.875 -0.032 0.059
H 0.018 1.747 -0.678 0.057
H -1.484 -1.083 2.438 0.083
H -0.394 -0.594 1.087 0.062
H -0.416 1.598 0.997 0.062
C 2.959 -0.942 -1.213 -0.044
C 1.796 -1.187 -0.222 -0.749
O 0.708 -0.584 -0.471 -0.117
O 1.990 -1.994 0.701 -0.071
H 3.058 -1.958 -1.604 0.061
H 3.895 -0.673 -0.731 0.054
H 2.662 -0.249 -1.990 0.051
```

Computed properties:
Orbital gap, eV: 8.70
Spin multiplicity: 1
Charge: -1
E_LUMO, eV: 3.950

***

#2
Density functional theory data (ωB97M-V/def2-TZVPD) for a cluster of 2 separate species, C5H10NO3 in total.

```
19
Properties=species:S:1:pos:R:3:lowdin_charge:R:1
O -3.141 -0.822 2.277 0.006
C -1.990 -0.622 1.901 -0.565
N -1.706 -0.326 0.602 0.004
C -0.791 -0.684 2.823 -0.017
C -2.761 -0.236 -0.389 -0.089
H -0.734 -0.166 0.327 0.140
H -0.265 0.285 2.853 0.086
H -1.135 -0.929 3.842 0.076
H -0.079 -1.460 2.496 0.086
H -2.315 0.012 -1.367 0.090
H -3.486 0.552 -0.123 0.081
H -3.300 -1.193 -0.480 0.081
O 1.339 0.664 -2.610 -0.128
O 2.248 0.334 -0.550 -0.131
C 2.290 0.600 -1.783 -0.800
C 3.697 0.929 -2.351 -0.073
H 3.872 2.014 -2.254 0.055
H 4.486 0.395 -1.796 0.050
H 3.771 0.655 -3.417 0.050
```

Computed properties:
Orbital gap, eV: 7.74
Spin multiplicity: 1
Charge: -1
E_LUMO, eV: 3.485

***

Calculated relative energies: #1 0.0; #2 17.3, given in kJ/mol

***

#1
Density functional theory data (ωB97M-V/def2-TZVPD) for an isolated molecule of C21H25N3O3S.

```
53
Properties=species:S:1:pos:R:3:lowdin_charge:R:1
C -5.153 -2.249 -0.763 -0.067
C -4.716 -0.788 -0.730 -0.203
N -3.520 -0.602 0.076 -0.082
C -3.715 -0.394 1.495 -0.212
C -3.909 1.083 1.843 -0.063
C -2.325 -0.614 -0.556 -0.426
O -2.218 -0.773 -1.753 0.088
C -1.079 -0.424 0.329 -0.041
N 0.091 -0.278 -0.481 -0.044
C 0.988 -1.271 -0.763 -0.046
C 1.973 -0.786 -1.574 -0.473
S 3.391 -1.637 -2.184 0.948
C 3.555 -2.935 -0.914 -0.363
C 3.482 -2.373 0.497 -0.589
O 2.868 -2.934 1.381 0.055
N 4.191 -1.241 0.672 0.059
C 4.098 -0.456 1.886 -0.084
C 3.136 0.677 1.726 -0.259
C 1.867 0.861 2.189 -0.021
C 1.447 2.120 1.697 -0.072
C 2.487 2.601 0.966 -0.122
O 3.511 1.737 0.976 0.056
C 1.666 0.579 -1.845 -0.178
C 2.288 1.581 -2.585 -0.030
C 1.696 2.822 -2.630 -0.100
C 0.496 3.078 -1.960 -0.097
C -0.136 2.105 -1.217 -0.020
C 0.460 0.851 -1.154 -0.185
H -4.365 -2.857 -1.198 0.078
H -6.049 -2.354 -1.369 0.074
H -5.367 -2.617 0.239 0.066
H -5.512 -0.158 -0.326 0.117
H -4.479 -0.458 -1.744 0.119
H -4.607 -0.952 1.792 0.119
H -2.872 -0.802 2.054 0.112
H -3.037 1.668 1.564 0.061
H -4.770 1.488 1.317 0.072
H -4.073 1.193 2.912 0.076
H -1.187 0.462 0.961 0.116
H -0.952 -1.305 0.965 0.143
H 0.866 -2.246 -0.335 0.131
H 4.531 -3.391 -1.085 0.085
H 2.781 -3.689 -1.053 0.085
H 4.554 -0.778 -0.151 0.107
H 3.746 -1.125 2.674 0.130
H 5.093 -0.074 2.134 0.131
H 1.314 0.185 2.808 0.112
H 0.507 2.604 1.869 0.101
H 2.609 3.504 0.403 0.123
H 3.208 1.374 -3.110 0.106
H 2.158 3.616 -3.198 0.098
H 0.054 4.062 -2.031 0.099
H -1.070 2.309 -0.716 0.109
```

Computed properties:
Orbital gap, eV: 8.09
Spin multiplicity: 1
Structure (SMILES): CCN(CC)C(=O)Cn1cc(SCC(=O)NCc2ccco2)c2ccccc21
E_LUMO, eV: 0.602

***

#2
Density functional theory data (ωB97M-V/def2-TZVPD) for a structure of composition C21H25N3O3S.

```
53
Properties=species:S:1:pos:R:3:lowdin_charge:R:1
C 0.670 1.150 -5.633 -0.050
C 0.094 0.573 -4.362 -0.262
C -1.276 0.447 -4.132 -0.047
C -1.695 -0.094 -2.925 -0.084
C -0.813 -0.487 -1.930 -0.041
C 0.563 -0.350 -2.136 -0.194
C 1.567 -0.751 -1.052 -0.077
C 2.061 0.427 -0.238 -0.122
C 1.403 0.707 1.020 0.036
C 1.721 1.724 1.857 -0.159
C 1.000 2.031 3.146 -0.113
C 0.591 0.771 3.952 -0.238
O -0.801 0.512 3.811 -0.074
C 2.825 2.553 1.463 -0.290
N 3.332 3.594 2.098 -0.237
S 4.552 4.208 1.237 1.021
N 4.510 3.165 -0.007 -0.225
C 3.528 2.316 0.205 -0.295
C 3.083 1.232 -0.631 -0.145
N 3.797 1.034 -1.890 0.185
C 3.656 2.030 -2.602 -0.320
O 3.317 2.797 -3.393 0.210
C 0.974 0.161 -3.363 -0.012
H -0.007 1.069 -6.488 0.075
H 0.968 2.197 -5.531 0.081
H 1.571 0.581 -5.890 0.080
H -1.973 0.758 -4.904 0.110
H -2.761 -0.197 -2.729 0.103
H -1.178 -0.912 -0.997 0.096
H 2.384 -1.279 -1.551 0.125
H 1.041 -1.457 -0.402 0.110
H 0.589 0.034 1.294 0.120
H 1.669 2.631 3.773 0.107
H 0.115 2.663 3.001 0.132
H 0.817 0.955 5.005 0.115
H 1.205 -0.071 3.607 0.116
H -1.006 0.713 2.892 0.061
H 2.040 0.236 -3.553 0.104
C -3.633 -1.979 3.514 -0.071
C -3.187 -1.285 2.240 -0.279
O -1.949 -1.757 1.729 -0.183
C -1.896 -3.129 1.380 -0.279
C -2.893 -3.531 0.306 -0.073
H -2.872 -1.872 4.288 0.083
H -4.565 -1.543 3.874 0.080
H -3.802 -3.046 3.360 0.066
H -3.040 -0.225 2.448 0.106
H -3.962 -1.346 1.468 0.109
H -2.013 -3.752 2.273 0.109
H -0.883 -3.303 1.011 0.114
H -3.924 -3.382 0.629 0.068
H -2.770 -4.585 0.054 0.079
H -2.742 -2.937 -0.597 0.070
```

Computed properties:
Orbital gap, eV: 8.10
Spin multiplicity: 1
E_LUMO, eV: -0.626

***

Calculated relative energies: #1 0.0; #2 151.3, given in kJ/mol